Record 1
{
  "formula": "C26H34N3O3S8Tc",
  "method": "ωB97M-V with the def2-TZVPD basis set",
  "species": ["Tc", "C", "C", "S", "C", "C", "S", "C", "C", "S", "H", "H", "H", "H", "H", "H", "H", "H", "H", "H", "H", "H", "S", "C", "S", "C", "N", "N", "C", "C", "C", "C", "C", "C", "S", "H", "H", "H", "H", "H", "O", "S", "O", "O", "S", "C", "C", "C", "C", "C", "C", "C", "C", "C", "C", "C", "C", "N", "H", "H", "H", "H", "H", "H", "H", "H", "H", "H", "H", "H", "H", "H", "H", "H", "H"],
  "positions_angstrom": [[-0.485, 0.056, 0.212], [1.034, -3.999, 0.153], [2.324, -3.184, 0.240], [2.352, -1.853, 1.460], [2.100, -2.767, 2.999], [1.001, -2.213, 3.905], [-0.659, -2.046, 3.211], [-1.047, -3.724, 2.667], [-1.528, -3.787, 1.215], [-0.476, -3.020, -0.044], [0.909, -4.625, 1.035], [1.104, -4.663, -0.710], [2.496, -2.664, -0.703], [3.164, -3.860, 0.416], [3.037, -2.759, 3.559], [1.892, -3.806, 2.745], [1.248, -1.195, 4.219], [0.949, -2.828, 4.806], [-1.835, -4.128, 3.306], [-0.168, -4.351, 2.813], [-2.477, -3.256, 1.111], [-1.705, -4.830, 0.941], [-1.299, -2.166, -6.581], [-0.412, -1.396, -5.393], [-0.700, -1.729, -3.730], [0.569, -0.653, -3.258], [1.163, -0.089, -4.248], [0.604, -0.495, -5.453], [1.239, 0.056, -6.612], [0.690, -0.068, -7.882], [1.360, 0.468, -8.975], [2.565, 1.133, -8.824], [3.093, 1.273, -7.546], [2.442, 0.745, -6.446], [1.128, -0.492, -1.609], [-0.252, -0.574, -8.017], [0.915, 0.363, -9.957], [3.085, 1.535, -9.683], [4.022, 1.808, -7.396], [2.849, 0.864, -5.454], [-3.409, 2.215, -1.445], [-2.217, 1.427, -1.634], [-1.112, 1.822, -0.626], [-1.685, 1.366, -2.968], [-2.489, -0.490, -0.870], [1.870, 3.062, 1.042], [1.798, 2.730, 2.537], [2.536, 1.424, 2.857], [0.372, 2.748, 3.066], [0.025, 3.730, 3.986], [-1.260, 3.814, 4.502], [-2.222, 2.908, 4.097], [-1.923, 1.909, 3.174], [-3.015, 0.967, 2.708], [-3.777, 0.336, 3.873], [-3.967, 1.693, 1.755], [-0.620, 1.844, 2.659], [-0.288, 0.836, 1.741], [2.913, 3.108, 0.717], [1.403, 4.026, 0.835], [1.361, 2.314, 0.436], [2.313, 3.531, 3.074], [2.074, 0.581, 2.347], [2.529, 1.226, 3.933], [3.577, 1.486, 2.530], [0.782, 4.442, 4.296], [-1.509, 4.592, 5.214], [-3.229, 2.982, 4.489], [-2.542, 0.161, 2.149], [-4.394, 1.070, 4.399], [-3.099, -0.122, 4.595], [-4.446, -0.442, 3.496], [-4.459, 2.524, 2.270], [-4.737, 1.009, 1.389], [-3.447, 2.092, 0.884]],
  "atomic_forces_ev_per_a": [[0.2, -0.8, -0.1], [0.1, 0.0, 0.0], [-0.1, 0.0, 0.0], [0.0, 0.0, -0.2], [0.0, 0.0, 0.1], [0.0, -0.1, 0.0], [-0.1, 0.1, 0.0], [0.0, 0.0, 0.0], [0.0, 0.1, 0.0], [-0.1, 0.3, 0.1], [0.0, 0.0, 0.0], [0.0, 0.0, 0.0], [0.0, 0.0, 0.1], [0.0, 0.0, 0.0], [0.0, 0.0, 0.1], [0.0, 0.0, 0.0], [0.0, 0.0, 0.0], [0.1, 0.0, 0.0], [0.0, -0.1, 0.0], [0.0, 0.0, 0.0], [0.0, 0.0, 0.0], [0.0, 0.0, 0.0], [0.0, 0.0, 0.1], [0.1, 0.0, -0.1], [-0.3, -0.2, 0.3], [0.1, 0.2, 0.3], [-0.2, -0.1, -0.2], [0.2, 0.2, -0.1], [-0.1, -0.1, 0.1], [0.0, 0.1, -0.1], [0.0, 0.0, 0.0], [0.0, 0.0, 0.1], [0.0, 0.0, 0.0], [0.0, 0.0, 0.0], [0.2, 0.1, -0.1], [0.1, 0.0, 0.0], [0.0, 0.0, 0.0], [0.0, 0.0, 0.0], [0.0, 0.0, 0.0], [0.0, 0.0, 0.0], [0.2, 0.0, -0.1], [0.0, 0.3, 0.4], [-0.2, -0.1, -0.3], [-0.1, 0.0, -0.1], [0.0, 0.1, 0.2], [0.0, 0.0, 0.0], [-0.1, -0.1, -0.1], [-0.1, 0.0, 0.0], [0.3, 0.3, 0.1], [0.0, 0.0, 0.0], [0.0, 0.0, 0.0], [0.1, -0.1, 0.0], [-0.3, 0.0, 0.1], [0.0, 0.0, 0.0], [0.0, 0.0, 0.0], [0.0, 0.0, 0.0], [0.2, -0.5, -0.6], [-0.4, 0.2, -0.2], [0.0, 0.0, 0.0], [0.0, 0.0, 0.0], [0.0, 0.0, 0.0], [0.0, 0.0, 0.0], [0.0, 0.1, 0.0], [0.0, 0.0, 0.0], [0.0, 0.0, 0.0], [0.0, 0.0, 0.0], [0.0, 0.0, 0.0], [0.0, 0.0, 0.0], [0.0, 0.0, 0.0], [0.0, 0.0, 0.0], [0.0, 0.0, 0.0], [0.0, 0.0, 0.0], [0.0, 0.0, 0.0], [0.0, 0.0, 0.0], [0.0, 0.0, 0.1]],
  "mulliken_charge": [0.782, -0.997, -0.829, 0.127, -0.945, -0.818, 0.240, -0.990, -1.032, 0.140, 0.404, 0.575, 0.405, 0.486, 0.531, 0.405, 0.235, 0.495, 0.562, 0.414, 0.362, 0.470, -0.443, 0.227, -0.068, 0.155, -0.750, 0.611, 0.741, -0.473, -0.627, -0.467, -0.507, -0.396, -0.404, 0.167, 0.346, 0.366, 0.339, 0.441, -0.634, 1.010, -0.628, -0.565, -0.484, -1.290, 0.286, -0.909, 0.945, -1.050, -1.291, -0.574, 0.121, 2.007, -1.922, -1.496, 0.205, 0.536, 0.433, 0.367, 0.090, 0.484, -0.452, 0.388, 0.469, 0.370, 0.375, 0.322, -0.633, 0.405, 0.381, 0.437, 0.351, 0.391, 0.277],
  "multiplicity": 2,
  "charge": -1,
  "fmax_ev_per_a": 0.8,
  "e_lumo_ev": [1.8, 1.9],
  "e_homo_ev": [-4.6, -5.1]
}


Record 2
{
  "formula": "C26H34NO2Si",
  "method": "ωB97M-V with the def2-TZVPD basis set",
  "species": ["C", "Si", "C", "C", "O", "C", "C", "C", "C", "C", "O", "H", "H", "H", "H", "H", "H", "H", "H", "H", "H", "H", "H", "H", "H", "H", "H", "C", "C", "N", "C", "C", "C", "C", "C", "C", "C", "C", "C", "C", "C", "C", "C", "C", "C", "C", "H", "H", "H", "H", "H", "H", "H", "H", "H", "H", "H", "H", "H", "H", "H", "H", "H", "H"],
  "positions_angstrom": [[0.600, -1.306, -4.880], [1.671, -2.160, -3.611], [1.149, -3.942, -3.452], [3.493, -1.849, -3.864], [1.442, -1.226, -2.196], [1.510, -1.539, -0.905], [1.281, -0.562, 0.088], [1.876, -0.959, 1.396], [3.067, -1.903, 1.288], [2.693, -3.136, 0.530], [1.951, -2.760, -0.688], [0.723, -1.842, -5.845], [-0.470, -1.329, -4.606], [0.898, -0.252, -5.031], [1.238, -4.395, -4.462], [1.793, -4.514, -2.761], [0.093, -4.032, -3.129], [3.798, -2.246, -4.851], [3.700, -0.759, -3.837], [4.099, -2.347, -3.081], [1.381, 0.533, -0.219], [2.151, -0.090, 2.009], [1.083, -1.511, 1.947], [3.962, -1.440, 0.803], [3.352, -2.176, 2.317], [3.602, -3.636, 0.181], [2.027, -3.818, 1.068], [-0.468, -1.532, 3.641], [-0.598, -0.108, 3.260], [-0.827, 0.853, 4.202], [-1.110, 0.604, 5.613], [-0.911, 2.115, 3.599], [-0.604, 1.940, 2.221], [-0.676, 3.030, 1.355], [-1.142, 4.246, 1.877], [-1.481, 4.398, 3.240], [-1.337, 3.325, 4.136], [-0.541, 0.517, 1.983], [-0.589, -0.103, 0.702], [-1.383, 0.623, -0.346], [-2.565, 1.402, -0.170], [-3.131, 2.080, -1.262], [-2.570, 2.014, -2.557], [-3.235, 2.665, -3.733], [-1.404, 1.260, -2.715], [-0.899, 0.533, -1.645], [-0.485, -2.131, 2.724], [0.483, -1.686, 4.189], [-1.302, -1.910, 4.256], [-1.385, 1.565, 6.066], [-1.991, -0.049, 5.722], [-0.254, 0.150, 6.154], [-0.382, 2.928, 0.304], [-1.228, 5.113, 1.216], [-1.831, 5.365, 3.617], [-1.497, 3.403, 5.208], [-0.715, -1.216, 0.705], [-3.009, 1.491, 0.828], [-4.016, 2.705, -1.105], [-2.696, 2.407, -4.640], [-4.269, 2.335, -3.838], [-3.239, 3.745, -3.609], [-0.841, 1.213, -3.653], [-0.036, -0.094, -1.754]],
  "atomic_forces_ev_per_a": [[0.0, 0.1, -0.2], [0.3, 0.0, -0.7], [0.1, -0.2, 0.0], [0.2, -0.2, -0.3], [-0.6, -0.6, 2.3], [0.9, 0.7, -1.9], [-0.1, 2.3, -0.1], [0.0, -0.4, 1.1], [0.6, 0.5, 0.4], [-0.2, 0.1, -0.1], [-0.2, 0.3, -0.1], [-0.1, 0.3, 0.5], [0.4, 0.0, -0.1], [-0.1, -0.5, 0.0], [-0.1, 0.2, 0.5], [-0.3, 0.2, -0.3], [0.5, 0.0, -0.2], [0.1, 0.2, 0.5], [-0.1, -0.6, -0.1], [-0.3, 0.2, -0.4], [0.3, -1.8, 0.0], [-0.2, -0.2, -0.3], [0.8, 0.4, -0.2], [-0.7, -0.1, 0.4], [0.1, -0.1, -0.4], [-0.5, -0.2, -0.1], [0.3, 0.1, 0.0], [-0.2, -0.4, 0.1], [-0.4, 1.2, -0.4], [0.1, -0.3, -0.1], [-0.2, 0.0, 0.2], [0.3, -0.4, -0.8], [-1.0, 0.1, 0.6], [0.0, 0.9, 0.3], [0.3, -0.1, -0.1], [0.2, -0.5, 0.3], [0.3, 0.3, -0.4], [0.7, -0.4, 1.2], [-0.7, -2.0, 0.0], [-0.5, 0.2, -1.2], [0.5, -0.2, 0.1], [0.4, -0.4, 0.2], [0.2, -0.5, 0.5], [0.2, 0.1, 0.2], [-0.2, -0.2, 0.1], [0.2, 0.3, 0.4], [0.1, -0.1, 0.3], [-0.5, -0.1, -0.3], [0.3, 0.3, 0.0], [0.3, -0.4, 0.0], [0.3, 0.1, -0.1], [-0.4, 0.4, -0.4], [-0.3, 0.2, 0.5], [0.0, -0.3, 0.2], [0.2, -0.4, -0.2], [-0.2, 0.3, -0.3], [-0.5, 1.2, 0.3], [0.1, 0.0, -0.5], [0.2, -0.4, 0.0], [0.0, 0.1, -0.1], [0.0, 0.0, 0.0], [-0.1, 0.1, -0.1], [-0.5, 0.0, 0.1], [-0.2, 0.4, -0.6]],
  "mulliken_charge": [-1.035, 0.125, -0.975, -1.006, -0.399, 0.707, -0.329, -0.162, -0.899, -0.559, -0.357, 0.380, 0.342, 0.292, 0.391, 0.288, 0.330, 0.374, 0.311, 0.299, 0.614, 0.393, -0.457, 0.334, 0.454, 0.369, 0.325, -1.926, 0.378, 0.212, -0.898, 0.203, 0.552, -0.187, -0.845, -0.688, -1.113, 0.823, -0.219, -0.291, 0.014, -0.884, 1.049, -1.520, -1.324, 0.162, 0.507, 0.338, 0.531, 0.321, 0.340, 0.282, 0.493, 0.401, 0.392, 0.285, 0.640, 0.488, 0.415, 0.359, 0.365, 0.334, 0.341, 0.523],
  "multiplicity": 1,
  "charge": 1,
  "fmax_ev_per_a": 2.4,
  "e_lumo_ev": -3.6,
  "e_homo_ev": -10.4
}